[1]
2 unconnected molecules or ions with the total composition C4H4BrNO2S. Source: OMol25; level of theory: the ωB97M-V functional and the def2-TZVPD basis.

Summary:
SMILES string	O=[N+]([O-])c1cccs1.Br
E	-90671.7332	eV
energy relative to the best compared isomer or geometry (same formula, charge and spin)	1.469	eV
orbital gap	8.96	eV

Each line ends with the natural charge from an NBO analysis.
Positions of all 13 atoms, in Å:
O: -0.858 -1.208 -2.095  -0.365
N: -0.529 -1.582 -1.005  0.507
O: -0.784 -2.730 -0.592  -0.397
C: 0.046 -0.697 -0.048  -0.212
C: 0.921 0.306 -0.494  -0.186
C: 1.357 1.064 0.629  -0.256
C: 0.843 0.522 1.781  -0.386
S: -0.184 -0.849 1.580  0.575
H: 1.087 0.734 -1.400  0.242
H: 2.058 1.864 0.804  0.243
H: 0.832 0.976 2.786  0.242
Br: -2.468 1.458 -0.742  -0.209
H: -2.321 0.140 -1.203  0.202

***

[2]
A molecular structure, C13H34Cl2N3OP2Re. Source: OMol25; level of theory: the ωB97M-V functional and the def2-TZVPD basis.

Summary:
E	-66274.7240	eV
total charge	+3
expectation value of S²	3.773
spin multiplicity	4
orbital gap (spin up / spin down)	6.12 / 5.84	eV

Each line ends with the Mulliken spin population.
Positions of all 56 atoms, in Å:
C: -1.455 0.167 -3.384  -0.001
C: -1.232 0.023 -1.946  0.023
H: -2.515 0.257 -3.727  0.001
H: -0.957 -0.640 -3.980  0.000
H: -0.879 1.072 -3.651  0.000
O: -1.705 -0.528 -0.933  0.003
Cl: 0.962 -0.137 -1.902  0.036
Re: 0.255 0.027 0.584  2.090
P: 0.350 -2.236 0.246  0.116
C: -0.835 -3.225 1.264  0.031
C: 0.050 -3.094 -1.364  0.001
H: 0.230 -4.176 -1.255  -0.002
H: 2.012 -4.014 0.425  0.005
H: 0.728 -2.711 -2.137  0.001
H: 2.755 -2.399 0.088  -0.004
H: -1.864 -2.975 0.958  0.001
H: -0.988 -2.947 -1.699  0.001
C: 1.998 -2.938 0.678  0.048
H: -0.660 -4.303 1.090  0.003
H: 2.192 -2.775 1.750  -0.003
H: -0.712 -2.998 2.334  -0.002
P: 0.064 2.222 -0.015  0.094
C: -1.031 3.208 1.092  0.031
C: 1.655 3.145 0.200  0.044
H: 0.291 2.568 -2.415  0.001
H: -0.427 3.987 -1.628  -0.002
H: -1.434 2.550 -1.923  0.001
C: -0.426 2.884 -1.646  -0.002
H: 2.439 2.618 -0.361  -0.002
H: 1.539 4.168 -0.194  0.001
H: -1.029 4.265 0.767  0.003
H: -0.671 3.158 2.134  -0.002
H: 1.930 3.167 1.264  0.002
H: -2.064 2.827 1.045  0.001
Cl: 2.205 0.358 1.837  0.168
C: 0.482 -1.110 4.103  0.018
N: -0.244 0.150 3.881  0.032
C: 0.225 1.335 4.584  -0.004
C: -1.411 0.148 3.147  0.003
N: -1.402 -0.053 1.858  0.185
N: -2.590 0.376 3.768  0.075
C: -2.728 0.344 5.188  -0.002
C: -3.812 0.580 2.996  0.003
H: -0.128 -1.812 4.711  0.001
H: 1.402 -0.865 4.646  0.003
H: 0.759 -1.591 3.149  -0.011
H: -0.484 2.153 4.491  0.002
H: 0.363 1.088 5.632  0.001
H: 1.174 1.635 4.154  0.000
H: -2.392 -0.047 1.528  -0.003
H: -2.892 1.334 5.637  0.005
H: -3.593 -0.264 5.488  0.003
H: -1.842 -0.091 5.651  0.002
H: -3.727 1.436 2.295  0.000
H: -4.124 -0.329 2.443  0.001
H: -4.626 0.818 3.682  0.001

***

[3]
A single C3H9N3O molecule. Source: OMol25; level of theory: the ωB97M-V functional and the def2-TZVPD basis.

Summary:
SMILES string	C/N=C(\CO)NN
E	-9772.9462	eV
energy relative to the best compared isomer or geometry (same formula, charge and spin)	2.593	eV
orbital gap	9.66	eV

Each line ends with the natural charge from an NBO analysis.
Positions of all 16 atoms, in Å:
C: -1.231 -1.709 -0.092  -0.445
N: -1.105 -0.247 -0.150  -0.544
C: 0.108 0.222 -0.061  0.377
C: 1.385 -0.501 0.312  -0.121
O: 2.470 0.125 -0.211  -0.703
N: 0.224 1.577 -0.055  -0.454
N: -0.969 2.367 0.078  -0.625
H: -0.865 -2.104 0.877  0.177
H: -0.803 -2.271 -0.897  0.188
H: -2.303 -1.870 -0.063  0.205
H: 1.584 -0.511 1.384  0.206
H: 1.232 -1.552 -0.105  0.170
H: 2.261 0.477 -1.088  0.474
H: 1.058 1.993 0.281  0.390
H: -1.618 1.735 0.598  0.359
H: -1.429 2.269 -0.807  0.347

***

[4]
A molecular structure, C30H24INNaO2P. Source: OMol25; level of theory: the ωB97M-V functional and the def2-TZVPD basis.

Summary:
E	-58888.1302	eV
total charge	-2
orbital gap	5.43	eV

Each line ends with the natural charge from an NBO analysis.
Positions of all 60 atoms, in Å:
Na: -14.316 1.415 -8.187  0.885
I: -14.259 1.134 -11.580  0.072
C: -15.672 2.752 -11.854  -0.044
C: -16.316 2.872 -13.077  -0.308
C: -17.303 3.880 -13.219  -0.246
C: -17.409 4.800 -12.214  -0.231
C: -16.677 4.764 -11.029  0.011
C: -16.859 5.722 -10.014  -0.275
C: -16.157 5.614 -8.844  -0.207
C: -15.352 4.504 -8.630  -0.316
C: -15.163 3.469 -9.540  -0.365
C: -15.797 3.656 -10.806  -0.213
H: -16.120 2.205 -13.906  0.210
H: -17.856 4.018 -14.159  0.195
H: -18.097 5.620 -12.407  0.183
H: -17.561 6.532 -10.185  0.179
H: -16.245 6.409 -8.072  0.185
H: -14.768 4.431 -7.723  0.220
C: -11.293 4.024 -5.440  -0.272
O: -11.630 2.747 -4.993  -0.626
C: -12.784 2.139 -5.556  0.306
O: -13.319 2.880 -6.427  -0.831
H: -12.063 4.769 -5.329  0.166
H: -10.996 4.070 -6.483  0.165
H: -10.456 4.371 -4.801  0.144
N: -15.742 -0.652 -8.155  -1.493
P: -17.166 -1.126 -7.982  1.647
C: -18.552 -0.157 -8.891  -0.380
C: -19.939 -0.314 -8.749  -0.214
C: -20.822 0.563 -9.356  -0.238
C: -20.368 1.637 -10.136  -0.239
C: -18.974 1.778 -10.311  -0.215
C: -18.083 0.889 -9.659  -0.136
C: -17.726 -1.025 -6.208  -0.290
C: -16.788 -0.337 -5.423  -0.216
C: -17.150 -0.093 -4.084  -0.215
C: -18.433 -0.493 -3.621  -0.237
C: -19.311 -1.214 -4.384  -0.237
C: -18.964 -1.491 -5.697  -0.247
C: -17.670 -2.947 -8.368  -0.310
C: -18.410 -3.298 -9.488  -0.217
C: -18.757 -4.639 -9.710  -0.219
C: -18.416 -5.629 -8.791  -0.242
C: -17.780 -5.259 -7.595  -0.232
C: -17.355 -3.941 -7.446  -0.203
H: -20.393 -1.091 -8.188  0.198
H: -21.899 0.381 -9.188  0.186
H: -21.063 2.308 -10.635  0.195
H: -18.649 2.517 -11.056  0.219
H: -16.991 1.069 -9.766  0.248
H: -15.817 -0.070 -5.884  0.283
H: -16.544 0.453 -3.393  0.209
H: -18.726 -0.151 -2.603  0.188
H: -20.262 -1.564 -3.954  0.191
H: -19.676 -2.023 -6.307  0.203
H: -18.656 -2.535 -10.227  0.224
H: -19.254 -4.943 -10.597  0.192
H: -18.734 -6.647 -8.923  0.191
H: -17.451 -5.985 -6.854  0.198
H: -16.904 -3.612 -6.510  0.221

***

[5]
A molecular structure, C20H30HgNO3PS. Source: OMol25; level of theory: the ωB97M-V functional and the def2-TZVPD basis.

Summary:
E	-53151.3923	eV
energy relative to the best compared isomer or geometry (same formula, charge and spin)	1.320	eV
orbital gap	7.27	eV

Each line ends with the natural charge from an NBO analysis.
Positions of all 57 atoms, in Å:
C: 1.638 -0.534 -4.644  -0.213
C: 2.161 -1.338 -3.633  -0.244
C: 1.836 -1.076 -2.284  0.092
C: 0.953 -0.051 -1.984  -0.535
C: 0.452 0.759 -2.995  -0.088
C: 0.767 0.521 -4.338  -0.227
C: 2.524 -1.939 -1.241  -0.484
C: 2.921 -1.200 0.047  -0.174
N: 4.227 -0.619 0.025  -0.443
Hg: 0.138 0.414 -0.044  1.338
C: -0.373 1.991 -2.626  -0.731
P: 0.329 2.642 -1.066  0.761
H: 2.870 -2.153 -3.857  0.210
H: 0.377 1.199 -5.112  0.207
H: 1.918 -0.717 -5.682  0.212
H: -1.426 1.744 -2.400  0.248
H: -0.331 2.792 -3.372  0.230
H: 1.851 -2.749 -0.915  0.263
H: 3.428 -2.405 -1.663  0.217
H: 2.226 -0.348 0.244  0.098
C: -0.674 3.981 -0.415  -0.960
C: 1.962 3.282 -1.500  -0.955
H: 2.833 -1.863 0.916  0.218
C: 4.439 0.484 -0.898  -0.412
C: 4.760 -0.364 1.356  -0.402
H: -0.614 1.026 1.600  0.038
H: 5.506 0.740 -0.869  0.200
H: 4.147 0.196 -1.915  0.213
H: 3.873 1.393 -0.609  0.147
H: 5.812 -0.083 1.265  0.198
H: 4.217 0.448 1.874  0.153
H: 4.662 -1.282 1.948  0.205
H: 1.812 4.135 -2.185  0.229
H: 2.485 3.622 -0.590  0.247
H: 2.575 2.522 -2.005  0.272
H: -0.708 4.773 -1.187  0.226
H: -1.688 3.603 -0.189  0.255
H: -0.199 4.361 0.511  0.250
H: 0.164 0.975 1.796  0.017
C: -6.753 -1.445 4.121  -0.626
C: -5.454 -1.578 3.378  -0.038
C: -4.313 -0.939 3.905  -0.218
C: -3.079 -1.079 3.254  -0.220
C: -3.046 -1.856 2.137  -0.024
C: -4.118 -2.467 1.540  -0.266
C: -5.352 -2.334 2.194  -0.206
S: -1.129 -1.772 1.181  2.138
O: -1.989 -0.771 0.490  -1.022
O: -0.475 -1.515 2.438  -0.990
O: -0.032 -2.152 0.151  -0.953
H: -6.661 -1.839 5.138  0.218
H: -7.050 -0.395 4.211  0.217
H: -7.545 -1.989 3.604  0.213
H: -4.390 -0.337 4.827  0.213
H: -2.206 -0.570 3.676  0.241
H: -4.000 -3.026 0.611  0.237
H: -6.259 -2.815 1.782  0.214

***

[6]
7 unconnected molecules or ions with the total composition H14O6S2. Source: OMol25; level of theory: the ωB97M-V functional and the def2-TZVPD basis.

Summary:
SMILES string	SS.O.O.O.O.O.O
E	-34182.3913	eV
energy relative to the best compared isomer or geometry (same formula, charge and spin)	1.232	eV
orbital gap	9.95	eV

Each line ends with the natural charge from an NBO analysis.
Positions of all 22 atoms, in Å:
S: 4.403 1.929 -0.865  -0.130
S: 2.452 1.309 -0.931  -0.131
H: 4.501 2.532 -2.077  0.130
H: 2.625 0.041 -1.310  0.128
O: -0.198 -1.701 0.309  -0.977
H: 0.682 -2.088 0.321  0.482
H: -0.863 -2.281 0.703  0.498
O: -1.949 -3.871 2.201  -0.924
H: -1.126 -4.277 1.978  0.461
H: -1.645 -3.352 2.935  0.468
O: -0.042 -0.281 -5.012  -0.962
H: -0.210 0.600 -5.253  0.460
H: 0.093 -0.336 -4.071  0.494
O: -0.502 0.017 -2.219  -0.972
H: -0.610 0.866 -1.844  0.473
H: -0.465 -0.585 -1.451  0.503
O: -4.018 3.192 1.954  -0.950
H: -4.966 3.104 2.105  0.476
H: -3.595 3.681 2.677  0.474
O: 1.814 0.096 3.208  -0.931
H: 1.889 0.821 2.605  0.468
H: 1.729 0.584 4.037  0.463

***

[7]
A molecular structure, C28H41BrGeN4O8S4Si3Y. Source: OMol25; level of theory: the ωB97M-V functional and the def2-TZVPD basis.

Summary:
E	-246619.0751	eV
expectation value of S²	0.763
spin multiplicity	2
energy relative to the best compared isomer or geometry (same formula, charge and spin)	2.282	eV
orbital gap (spin up / spin down)	8.12 / 5.78	eV

Each line ends with the Mulliken spin population.
Positions of all 91 atoms, in Å:
Y: -0.235 -1.309 -0.225  -0.013
O: -3.389 -8.055 -0.504  0.042
C: -2.863 -7.002 -0.557  0.012
S: -1.770 -6.423 0.709  0.054
C: -1.412 -4.887 0.042  0.226
C: -2.025 -4.557 -1.161  0.067
S: -1.677 -3.217 -2.134  0.400
S: -3.225 -5.716 -1.725  -0.002
S: -0.345 -3.913 0.986  0.162
C: 1.588 -2.240 3.241  0.003
O: 0.365 -1.777 2.683  -0.004
C: -0.452 -1.126 3.534  0.004
C: -0.097 -0.617 4.783  0.001
C: -1.020 0.238 5.440  0.000
Br: -0.536 0.984 7.120  0.000
C: -2.245 0.476 4.892  0.000
C: -2.639 -0.081 3.628  -0.005
C: -1.821 -0.991 3.028  0.005
O: -2.081 -1.600 1.818  0.029
C: -3.903 0.368 3.074  0.002
N: -4.790 1.081 3.738  0.000
C: -5.674 1.504 2.769  0.000
C: -6.879 2.258 2.845  0.000
C: -7.619 2.462 1.684  0.000
C: -7.146 1.901 0.455  0.000
C: -5.988 1.141 0.329  0.000
C: -5.268 0.958 1.526  0.001
N: -4.136 0.231 1.773  0.001
H: 1.395 -3.084 3.875  -0.001
H: 2.005 -1.390 3.855  0.001
H: 2.246 -2.497 2.395  -0.001
H: 0.894 -0.839 5.148  0.000
H: -2.960 1.104 5.411  0.000
H: -1.737 -2.538 1.751  0.011
H: -7.171 2.702 3.803  0.000
H: -8.513 3.046 1.658  0.000
H: -7.736 2.072 -0.414  0.000
H: -5.621 0.743 -0.608  0.000
H: -3.701 -0.419 1.136  -0.002
O: 2.078 -1.270 -0.027  0.003
N: 1.800 -0.817 -1.390  -0.010
O: -3.016 0.623 -2.506  0.000
N: -2.261 -0.063 -1.922  -0.014
O: -2.584 -0.655 -0.844  0.002
O: -1.060 -0.177 -2.271  0.013
C: -0.796 2.008 1.435  0.000
C: -0.009 1.117 0.515  0.004
O: 0.982 1.733 -0.005  -0.001
H: -0.582 3.062 1.326  0.000
H: -0.456 1.643 2.421  0.000
H: -1.847 1.732 1.415  0.000
C: -0.072 2.474 -3.459  0.000
Si: 1.756 2.538 -3.109  0.000
C: 2.746 2.282 -4.688  0.000
C: 2.136 4.198 -2.416  0.000
Ge: 2.262 1.017 -1.255  0.002
Si: 4.134 1.370 0.173  0.000
C: 5.018 -0.307 0.543  0.000
C: 5.329 2.571 -0.658  0.000
C: 3.530 2.233 1.736  0.000
Si: 2.372 -1.847 -2.706  -0.002
C: 1.146 -1.495 -4.068  0.000
C: 2.220 -3.604 -1.979  0.032
C: 4.130 -1.332 -2.987  0.000
H: -0.350 3.328 -4.083  0.000
H: -0.647 2.624 -2.542  0.000
H: -0.442 1.580 -3.973  0.000
H: 2.572 3.176 -5.295  0.000
H: 2.442 1.347 -5.203  0.000
H: 3.828 2.216 -4.630  0.000
H: 2.194 4.892 -3.240  0.000
H: 3.122 4.158 -1.982  0.000
H: 1.404 4.603 -1.728  0.000
H: 4.990 -0.914 -0.332  0.000
H: 4.472 -0.781 1.339  0.000
H: 6.035 -0.112 0.834  0.000
H: 5.586 2.075 -1.621  0.000
H: 6.200 2.814 -0.071  0.000
H: 4.885 3.494 -0.979  0.000
H: 2.639 1.848 2.282  0.000
H: 3.274 3.220 1.407  0.000
H: 4.329 2.348 2.471  0.000
H: 1.270 -2.083 -5.002  -0.004
H: 1.060 -0.461 -4.394  0.004
H: 0.167 -1.846 -3.680  -0.003
H: 1.192 -3.795 -1.630  -0.014
H: 2.818 -3.607 -1.070  -0.002
H: 2.492 -4.508 -2.546  -0.001
H: 4.347 -0.275 -2.935  0.000
H: 4.434 -1.486 -4.042  0.000
H: 4.917 -1.876 -2.429  0.000

***

[8]
A molecular structure, CH6N2S. Source: OMol25; level of theory: the ωB97M-V functional and the def2-TZVPD basis.

Summary:
E	-14949.0081	eV
energy relative to the best compared isomer or geometry (same formula, charge and spin)	0.579	eV
orbital gap	7.57	eV

Each line ends with the natural charge from an NBO analysis.
Positions of all 10 atoms, in Å:
S: -1.065 2.794 -0.484  -0.706
H: -0.858 2.712 -1.804  0.117
N: -0.665 -0.053 -0.100  -0.706
C: 0.444 -0.395 0.422  0.355
N: 0.889 -1.631 0.656  -0.777
H: -1.278 -0.778 -0.466  0.379
H: -0.827 1.151 -0.300  0.324
H: 1.104 0.408 0.720  0.205
H: 1.790 -1.750 1.082  0.406
H: 0.465 -2.458 0.274  0.403